(1)
Below is a molecular structure, C19H26As2N4PtS3 at a distorted geometry, with properties calculated with ωB97M-V with the def2-TZVPD basis set.

XYZ file:
```
55
Properties=species:S:1:pos:R:3
Pt -0.03754 1.04195 -0.57353
C -0.65658 7.02841 1.16948
C 0.09674 6.19710 0.20546
N 1.07458 6.59341 -0.53950
N 1.43222 5.49494 -1.24799
C 0.71783 4.40959 -0.96264
S 1.03081 2.89582 -1.70824
N -0.16232 4.85209 -0.02442
N -1.12257 4.07504 0.59858
H -0.24280 8.03295 1.15418
H -0.57157 6.63236 2.18212
H -1.71267 7.07965 0.90265
H 2.19059 5.54902 -1.91107
H -1.05842 4.19964 1.60160
H -2.04256 4.34433 0.27147
S 0.03495 0.23370 1.50035
C 1.55307 -0.68477 1.68942
C 1.84554 -1.13788 2.97282
C 3.04791 -1.77450 3.23432
C 3.98344 -1.97973 2.22961
C 3.69433 -1.56136 0.93869
C 2.48319 -0.93537 0.68189
S 2.08060 -0.44073 -0.99332
H 1.13546 -0.97215 3.77411
H 3.26112 -2.10344 4.24250
H 4.92828 -2.45625 2.44914
H 4.40585 -1.70307 0.13654
C -3.38842 0.30344 0.52661
As -1.99003 -0.26805 -0.67401
C -2.96911 -0.42260 -2.33826
C -1.59691 -2.09011 -0.09382
C -2.53639 -2.71124 0.71723
C -2.34272 -3.99268 1.21935
C -1.18664 -4.68588 0.91968
C -0.22571 -4.08822 0.11545
C -0.42035 -2.80464 -0.39449
As 1.01548 -2.24500 -1.53185
C 0.45637 -1.94722 -3.33660
C 2.33117 -3.63123 -1.58286
H -3.03319 0.24625 1.55335
H -4.29290 -0.28936 0.40496
H -3.61325 1.33654 0.26776
H -3.63699 -1.28028 -2.28212
H -2.31146 -0.51092 -3.19718
H -3.55364 0.48954 -2.45240
H -3.45018 -2.19677 0.97765
H -3.10129 -4.43959 1.84747
H -1.02064 -5.68175 1.30589
H 0.67667 -4.64412 -0.09848
H 0.59595 -2.88170 -3.88047
H 1.06328 -1.16438 -3.78599
H -0.59352 -1.67801 -3.35728
H 1.89410 -4.52625 -2.02639
H 2.70077 -3.83896 -0.58326
H 3.14009 -3.26755 -2.21415
```

Results
HOMO-LUMO gap: 6.3035 eV
net charge: +2
energy relative to the best compared isomer or geometry (same formula, charge and spin): 24.4 kcal/mol
F_max: 1.0 eV/Å
HOMO: -13.1146 eV

Here are the Mulliken charges for atoms 1 to 5, given in e: 1.284 -1.238 0.858 -0.694 0.225

---

(2)
Below is a molecular structure, C19H26BBeN7 at a distorted geometry, with properties calculated with ωB97M-V with the def2-TZVPD basis set.

XYZ file:
```
54
Properties=species:S:1:pos:R:3
H -1.08410 -0.39286 3.02775
N -0.27792 -1.33466 1.27997
B 0.61743 -3.20108 -0.33305
N 0.05318 -2.65823 1.00981
C 0.04301 -3.35469 2.15075
Be -0.28881 -0.28642 -0.03864
H 0.37873 -4.38245 2.13984
C -0.38177 -2.52066 3.16856
H -0.47619 -2.77300 4.20648
C -0.63877 -1.28081 2.58558
H 0.59554 -4.39824 -0.36045
C 1.64920 1.87567 -1.88569
H 1.58625 2.86688 -1.42553
H 1.18091 1.90346 -2.87555
H 2.70729 1.60512 -1.98104
N 2.03705 -2.55619 -0.32764
N -0.02923 -2.49900 -1.55140
N 2.10085 -1.17881 -0.16795
N -0.24717 -1.13266 -1.45099
C 3.25913 -3.08401 -0.48906
C -0.09201 -2.83905 -2.85143
H 3.36177 -4.15612 -0.59012
H 0.13233 -3.84572 -3.14751
C 4.16824 -2.03789 -0.47413
C -0.45089 -1.71105 -3.57772
C 3.40288 -0.87125 -0.26157
C -0.55863 -0.66530 -2.67440
H 5.23400 -2.11051 -0.60746
H -0.58070 -1.65334 -4.64189
H 3.74234 0.15464 -0.16996
H -0.82120 0.37250 -2.82565
H 1.14254 1.12666 -1.25559
C 1.48570 2.23866 1.51365
N 0.17963 2.56924 0.98202
C -0.01351 3.90157 0.44079
C -0.92359 2.13123 1.79212
C -2.04835 1.66305 0.92056
C -3.28283 2.34136 1.04417
C -4.37684 1.92181 0.29249
C -4.24937 0.78831 -0.50624
C -3.00023 0.13103 -0.60535
C -1.87797 0.59460 0.05712
H 2.24591 2.92344 1.10989
H 1.76138 1.21084 1.21820
H 1.46266 2.25894 2.61726
H -0.42188 3.86120 -0.57955
H -0.75263 4.45498 1.03885
H 0.93880 4.44876 0.41966
H -0.57684 1.30504 2.43559
H -1.28786 2.95958 2.43896
H -3.33552 3.21109 1.69689
H -5.32756 2.46098 0.35044
H -5.09894 0.41455 -1.07395
H -2.96546 -0.77119 -1.20785
```

Results
HOMO-LUMO gap: 8.6122 eV
net charge: 0
F_max: 2.1 eV/Å
HOMO: -7.9129 eV

Here are the Mulliken charges for atoms 1 to 5, given in e: 0.536 0.617 -0.019 -0.223 -0.103

---

(3)
Below is a molecular structure, C19H26BN7Ni at a distorted geometry, with properties calculated with ωB97M-V with the def2-TZVPD basis set.

XYZ file:
```
54
Properties=species:S:1:pos:R:3
H 0.92605 3.01117 0.33191
N 0.54066 1.60579 -1.15903
B 0.18168 0.32887 -3.36319
N 0.56002 1.60295 -2.56034
C 0.89566 2.82584 -2.99298
Ni 0.12684 0.07602 -0.17036
H 0.94924 2.96801 -4.04350
C 1.11034 3.64057 -1.86070
H 1.39948 4.65652 -1.87068
C 0.87576 2.82329 -0.73950
H 0.22449 0.48826 -4.52613
C -0.63936 -1.36050 1.00315
H -0.48369 -1.42298 2.07751
H 0.15632 -2.06877 0.62007
H -1.58151 -1.76112 0.67332
N -1.23105 -0.04182 -2.84638
N 1.10890 -0.80546 -2.85660
N -1.46643 -0.18511 -1.47337
N 1.15931 -1.08974 -1.49316
C -2.37649 -0.23477 -3.53106
C 2.00964 -1.55791 -3.51650
H -2.33620 -0.13906 -4.59238
H 2.09555 -1.41406 -4.57895
C -3.38081 -0.54461 -2.59257
C 2.64962 -2.37831 -2.57252
C -2.74890 -0.51202 -1.32733
C 2.07756 -2.05071 -1.33408
H -4.39670 -0.76839 -2.80864
H 3.41643 -3.10163 -2.77109
H -3.15167 -0.70419 -0.33203
H 2.29841 -2.42345 -0.33102
H -0.74217 -0.19573 1.11193
C -2.44693 0.35003 3.07920
N -1.09937 0.32988 3.60481
C -0.89237 -0.50024 4.76943
C -0.17766 1.41139 3.28536
C 1.11574 0.76790 2.88218
C 2.09662 0.50480 3.85318
C 3.34451 0.07060 3.44788
C 3.59157 -0.11465 2.09336
C 2.59461 0.09619 1.14134
C 1.34152 0.44191 1.52315
H -3.17599 0.19296 3.91302
H -2.56691 -0.44192 2.33412
H -2.62876 1.32474 2.58993
H -0.49425 -1.49246 4.50763
H -0.18643 -0.04692 5.49978
H -1.87750 -0.66895 5.29442
H -0.61304 2.00850 2.46908
H -0.04199 2.09349 4.14918
H 1.88345 0.68640 4.89858
H 4.10867 -0.13675 4.19224
H 4.55786 -0.49111 1.76327
H 2.82573 -0.05601 0.10743
```

Results
spin multiplicity: 3
HOMO-LUMO gap (alpha / beta): 7.6358 / 7.7120 eV
net charge: 0
energy relative to the best compared isomer or geometry (same formula, charge and spin): 0.0 kcal/mol
F_max: 2.9 eV/Å
HOMO (alpha / beta): -6.9215 / -7.5238 eV

Here are the Mulliken charges for atoms 1 to 5, given in e: 0.405 0.427 -0.042 -0.010 -0.054

---

(4)
Below is a molecular structure, C19H26BN7O2Pt, with properties calculated with ωB97M-V with the def2-TZVPD basis set.

XYZ file:
```
56
Properties=species:S:1:pos:R:3
Pt -0.57621 0.84495 -1.00006
C 1.33001 -1.31114 -3.26532
C 1.07025 -1.81152 -1.88633
C 1.57263 -2.94390 -1.23027
C 1.05312 -2.89283 0.04826
C 1.24985 -3.83442 1.18929
N 0.27951 -1.79398 0.13891
N 0.28330 -1.14778 -1.05471
B -0.53858 -1.22669 1.33049
N -1.97674 -0.94512 0.82874
N -2.15072 -0.07093 -0.18443
C -3.44641 0.02645 -0.45200
C -3.95313 0.92486 -1.52956
C -4.13993 -0.81893 0.42351
C -3.17549 -1.41359 1.21647
C -3.32542 -2.40488 2.32094
N 0.06487 0.11216 1.83219
N -0.02517 1.23330 1.07053
C 0.56704 2.22456 1.71654
C 0.68343 3.58065 1.11276
C 1.02801 1.75035 2.95339
C 0.69367 0.41222 2.98529
C 0.94799 -0.60318 4.04924
H 1.51398 -2.13803 -3.94989
H 2.20842 -0.66223 -3.27528
H 0.48058 -0.73232 -3.62899
H 2.23592 -3.69344 -1.62957
H 1.90979 -4.64301 0.88030
H 0.30588 -4.26880 1.52003
H 1.70191 -3.33492 2.04690
H -0.55606 -2.02457 2.22561
H -3.13151 1.44216 -2.02813
H -4.62785 1.67781 -1.12172
H -4.50006 0.35730 -2.28266
H -5.20434 -0.97675 0.47232
H -4.37903 -2.64076 2.45688
H -2.93593 -2.01482 3.26166
H -2.79146 -3.32976 2.10113
H 0.07483 3.64709 0.21085
H 1.72012 3.78713 0.83874
H 0.35876 4.35117 1.81247
H 1.54762 2.30463 3.71747
H 1.49538 -0.13951 4.86797
H 1.54187 -1.43637 3.67189
H 0.01800 -1.01260 4.44568
O 2.75030 1.04192 -0.60021
C 2.29743 1.69140 -1.51506
C 3.11647 2.55265 -2.46964
C 2.10363 3.06401 -3.48950
C 0.76904 2.56075 -2.97058
O -0.32112 2.79434 -3.45764
N 0.96214 1.78181 -1.86257
H 3.91733 1.94955 -2.89529
H 3.58512 3.34990 -1.89204
H 2.25257 2.65550 -4.48960
H 2.06442 4.14817 -3.58539
```

Results
HOMO-LUMO gap (alpha / beta): 7.6831 / 7.6762 eV
net charge: 0
F_max: 0.6 eV/Å
HOMO (alpha / beta): -7.8391 / -7.8394 eV

Here are the Mulliken charges for atoms 1 to 5, given in e: 0.851 -1.403 0.640 -1.225 0.908

---

(5)
Below is a molecular structure, C19H26CaFN3O6 at a distorted geometry, with properties calculated with ωB97M-V with the def2-TZVPD basis set.

XYZ file:
```
56
Properties=species:S:1:pos:R:3
C 1.75752 1.24103 -0.46509
C 0.74484 0.42652 0.34624
C -0.22186 1.29776 1.18344
C -1.68545 0.99400 0.94756
N -2.48527 2.01669 0.77935
N -3.75654 1.72650 0.61808
C -4.31814 0.54270 0.60141
C -3.50235 -0.55312 0.77989
F -4.01042 -1.76213 0.75288
C -2.14689 -0.35855 0.95864
O -1.32546 -1.38124 1.15232
N -1.52450 -2.49424 0.13122
O -1.46781 -2.09905 -0.93460
O 1.48281 -0.33061 1.31680
C 2.15524 -1.45339 0.73950
C 2.60433 -2.32901 1.89161
C 1.64892 -3.02836 2.60127
C 1.98245 -3.82643 3.66009
C 3.31035 -3.93119 4.02688
C 4.26865 -3.23626 3.33873
C 3.91447 -2.43267 2.28270
H 2.52861 1.54590 0.24509
H 1.31628 2.10909 -0.93947
H 2.25888 0.62592 -1.21594
H 0.21704 -0.27133 -0.31105
H -0.08281 2.34863 0.85864
H 0.01741 1.29761 2.24997
H -4.38095 2.51965 0.49303
H -5.38688 0.41306 0.46750
H 1.46009 -2.00741 0.09546
H 3.06752 -1.12587 0.22724
H 0.59997 -2.97392 2.31491
H 1.20633 -4.37096 4.18589
H 3.54214 -4.58773 4.85926
H 5.30813 -3.31835 3.63685
H 4.69275 -1.87469 1.76715
C 2.17469 3.15561 2.64526
O 2.09509 3.62102 1.37053
H 1.21031 2.83092 3.11729
H 2.81136 2.28251 2.83587
H 2.56400 3.88003 3.41161
O -0.52499 1.47822 -2.05292
C -1.17967 1.02168 -2.96353
O -0.55731 0.60201 -4.05637
C -1.19967 -0.10103 -5.13770
C -1.86249 0.85336 -6.10750
C -2.69049 0.99565 -2.91361
H -1.88863 -0.85408 -4.75129
H -0.40441 -0.64164 -5.64600
H -2.65454 1.43224 -5.63028
H -2.29454 0.30621 -6.94461
H -1.13396 1.56667 -6.49246
H -3.06861 1.98146 -3.18233
H -2.99354 0.75895 -1.89403
H -3.14453 0.24777 -3.55810
Ca 0.95252 5.22390 2.30675
```

Results
HOMO-LUMO gap: 5.0878 eV
net charge: +2
energy relative to the best compared isomer or geometry (same formula, charge and spin): 0.0 kcal/mol
F_max: 2.5 eV/Å
HOMO: -12.7775 eV

Here are the Mulliken charges for atoms 1 to 5, given in e: -2.085 1.071 -0.391 -0.194 -0.611